{"formula": "C29H60InN3O5", "method": "wB97M-V/def2-TZVPD", "species": ["C", "H", "H", "H", "H", "H", "H", "H", "H", "C", "C", "H", "H", "H", "H", "C", "O", "H", "H", "H", "C", "H", "H", "H", "H", "H", "H", "C", "H", "H", "C", "H", "C", "H", "H", "In", "C", "C", "C", "C", "H", "H", "O", "C", "H", "C", "C", "H", "H", "H", "C", "C", "H", "N", "C", "H", "C", "O", "C", "H", "H", "H", "C", "H", "H", "H", "C", "H", "C", "O", "H", "H", "H", "C", "H", "H", "H", "N", "H", "H", "C", "O", "H", "H", "C", "C", "H", "N", "H", "H", "H", "C", "H", "H", "H", "C", "H", "H"], "xyz": [[-13.723312, -14.977005, 12.937930], [-18.446569, -15.133341, 13.492671], [-12.522147, -13.568950, 8.827874], [-15.689535, -16.161356, 9.120005], [-13.277821, -14.040125, 13.272419], [-13.149697, -15.800504, 13.363279], [-21.503295, -11.710851, 12.303719], [-13.610419, -13.535084, 7.484106], [-12.012184, -13.501209, 11.139943], [-19.497111, -12.279824, 5.623218], [-19.010562, -13.049995, 13.996871], [-18.837256, -12.996165, 3.789740], [-21.090424, -11.362027, 10.633578], [-13.687194, -12.315169, 8.673400], [-13.817097, -12.704921, 10.894160], [-19.715593, -12.436912, 4.111991], [-16.239049, -12.071478, 10.477154], [-21.213206, -14.770308, 12.793302], [-19.105077, -12.026797, 9.453454], [-18.370253, -9.905801, 4.820490], [-19.371293, -14.559628, 13.554497], [-17.514160, -12.352423, 15.508848], [-20.340076, -11.393024, 14.533266], [-16.133072, -12.592118, 9.144440], [-17.260343, -13.293590, 8.699489], [-21.237800, -12.764340, 14.113815], [-15.813797, -11.421000, 6.153673], [-13.742983, -16.635583, 11.002942], [-16.758929, -14.213647, 9.211115], [-18.315823, -9.689154, 8.445818], [-19.885488, -13.869948, 11.267409], [-16.898495, -13.565197, 6.883725], [-17.928245, -13.276228, 15.104838], [-19.856183, -15.038751, 14.405041], [-19.235680, -14.303798, 10.507391], [-16.335953, -12.823541, 12.476530], [-18.189879, -10.771752, 8.460679], [-20.682807, -11.433329, 11.641980], [-17.678625, -11.633533, 7.256302], [-15.929084, -13.616572, 8.833011], [-17.008376, -9.474010, 9.432891], [-18.582522, -14.725905, 8.053326], [-14.663405, -13.017913, 11.221899], [-17.466363, -13.048640, 7.657546], [-15.673837, -8.826326, 10.407758], [-19.462089, -12.363099, 11.611943], [-16.146773, -10.898867, 10.884139], [-20.404007, -11.424288, 7.435354], [-14.772696, -15.084957, 13.212213], [-14.733340, -16.958243, 11.324165], [-13.521387, -15.108015, 11.411964], [-18.771243, -13.807158, 7.497992], [-21.579595, -12.465824, 6.577148], [-18.319341, -11.417448, 5.902025], [-13.564888, -13.392729, 8.563812], [-20.382241, -12.548576, 15.718604], [-14.645262, -14.304476, 9.254487], [-16.236633, -10.798649, 12.120587], [-12.108736, -14.585524, 11.194871], [-16.144542, -10.003528, 7.009441], [-21.086451, -10.825158, 6.031510], [-15.292820, -9.840166, 9.166679], [-16.067226, -9.720572, 9.924364], [-17.745662, -12.579617, 10.188079], [-18.610410, -14.340087, 5.415522], [-19.884121, -15.860890, 12.115150], [-14.670428, -15.894679, 8.839994], [-14.395914, -15.857205, 7.785799], [-18.565274, -11.890150, 10.390493], [-18.631325, -10.078750, 5.727978], [-20.450588, -10.401517, 11.905682], [-11.645167, -14.948902, 10.277713], [-19.058097, -11.178731, 8.979018], [-20.322775, -12.478353, 14.632502], [-18.404455, -13.977452, 15.790120], [-16.146034, -13.522510, 7.768977], [-17.431388, -10.838463, 9.240637], [-18.583263, -12.292688, 12.862743], [-20.820047, -13.738696, 10.722007], [-18.194804, -10.878037, 10.553241], [-13.591304, -16.834895, 9.489496], [-18.149641, -11.006666, 13.250699], [-19.848783, -11.462796, 3.641403], [-12.993740, -17.165840, 11.590794], [-20.195451, -14.859816, 12.413493], [-20.749704, -11.768811, 6.460724], [-15.488416, -11.353407, 7.829329], [-14.578926, -14.319922, 10.732292], [-19.379106, -13.226686, 8.191995], [-12.670268, -16.350144, 9.165718], [-17.072815, -13.883353, 14.808652], [-19.199243, -13.724787, 6.095797], [-13.562378, -17.894162, 9.234110], [-20.667290, -12.945325, 3.957352], [-20.130598, -14.289359, 6.051916], [-16.248223, -11.085179, 7.095270], [-19.011347, -10.585517, 13.291894], [-11.419184, -14.752544, 12.022348]], "atomic_forces_ev_per_a": [[0.5, -0.2, -1.0], [0.7, 0.2, -0.2], [-0.1, -0.3, 0.1], [0.0, -0.4, -0.6], [-0.3, 0.0, 0.3], [-0.2, 0.1, 0.4], [0.1, -0.3, -0.1], [-0.2, -0.2, 0.0], [-0.5, 0.4, -0.2], [-0.8, -0.6, 1.2], [-1.7, -3.3, 1.9], [-0.3, 0.2, -0.7], [0.1, -0.2, 0.0], [-0.5, 0.1, 0.4], [0.8, 1.6, 0.5], [-0.3, 0.9, 1.1], [-0.8, 4.3, 0.5], [-0.3, -0.4, -0.9], [-1.0, -2.4, 3.2], [0.2, 0.2, -0.1], [2.2, 0.7, 2.7], [-0.5, -0.1, 0.5], [0.1, 0.3, -0.1], [2.3, -1.8, -1.1], [-3.5, 2.6, -2.0], [0.2, -0.6, 0.3], [-0.2, -0.4, -0.2], [1.0, 1.3, 0.0], [0.8, -1.7, 1.0], [-0.2, 0.2, -1.5], [-0.9, 0.8, 0.1], [-0.6, 0.6, -1.0], [-0.9, 0.9, -1.0], [0.2, 0.3, 0.5], [0.5, 0.1, 0.3], [-1.3, -0.7, 0.1], [-0.3, 0.2, -2.2], [-0.2, 0.3, 0.5], [1.5, 3.6, -0.3], [5.7, -3.5, 1.1], [1.0, 0.5, 0.7], [-0.5, -0.9, -0.8], [5.3, -1.6, 1.1], [-8.6, 0.9, -4.5], [-0.4, -0.1, 0.7], [0.8, -0.7, -1.5], [0.2, 0.9, -1.6], [-0.1, -0.4, 0.2], [-0.4, -0.1, 0.2], [-0.1, 0.1, 0.1], [-0.7, -0.8, 1.0], [0.9, 1.2, 1.9], [0.2, -0.1, -0.2], [0.3, -2.7, 0.8], [0.8, -0.8, 0.0], [0.0, -0.8, -0.2], [1.6, -0.4, 0.4], [2.0, 2.5, 2.4], [0.9, 0.2, -0.8], [-0.6, 0.2, 0.1], [-0.3, -0.2, -0.3], [-0.4, -0.7, -0.1], [1.9, 1.6, 1.2], [-1.5, 0.2, 0.7], [0.8, 0.5, 0.0], [-0.9, -0.1, -0.2], [1.1, 1.3, 0.2], [-1.0, -0.3, -0.3], [-3.0, -3.7, 4.7], [-0.3, 0.7, 0.3], [0.3, 0.2, 0.0], [0.0, -0.1, 0.1], [0.3, 3.8, -4.0], [0.5, 1.4, -0.3], [0.1, 0.6, 0.6], [4.5, -1.9, 1.4], [-0.9, -1.1, -2.2], [1.6, -1.4, -0.8], [0.0, 0.1, -0.2], [-1.1, -0.5, 0.5], [-0.6, 2.3, 0.9], [-2.1, -0.5, 0.1], [0.4, 0.0, -0.2], [0.0, -0.3, -0.1], [-0.3, 1.3, -1.5], [1.0, 0.8, -0.8], [-0.5, -0.3, 0.2], [-1.4, -2.6, -0.1], [-1.1, -0.4, -0.3], [0.4, -0.6, 0.0], [0.6, -0.3, -0.9], [-1.8, -1.1, -0.3], [-0.5, 0.3, -0.4], [0.2, -0.4, -0.1], [-0.5, 0.3, -0.4], [1.4, 0.7, -1.4], [-0.3, 1.2, 0.4], [-0.2, -0.7, 0.1]], "orbital_gap_ev": 3.35, "total_charge": 2, "spin_multiplicity": 1}

---

{"formula": "C29H61BrN3O12S", "method": "wB97M-V/def2-TZVPD", "species": ["H", "H", "H", "O", "O", "H", "C", "H", "C", "O", "H", "H", "O", "C", "N", "H", "C", "H", "H", "O", "H", "H", "H", "H", "O", "C", "H", "H", "H", "H", "C", "H", "O", "C", "H", "C", "O", "C", "H", "C", "C", "C", "H", "O", "H", "C", "H", "C", "H", "H", "H", "H", "H", "C", "C", "N", "H", "O", "H", "H", "C", "H", "H", "H", "C", "C", "S", "H", "C", "H", "H", "C", "C", "C", "H", "C", "H", "H", "H", "N", "H", "H", "H", "C", "H", "Br", "H", "H", "C", "H", "C", "H", "H", "H", "H", "C", "H", "O", "H", "H", "H", "O", "H", "H", "C", "H", "H"], "xyz": [[0.799107, -6.815955, -2.196425], [0.497639, 1.689738, 3.383035], [-1.478830, 0.635987, -0.821705], [4.938932, 2.459568, 3.621306], [-7.867381, 7.020840, 4.402734], [-1.521760, -2.042822, -1.272586], [-2.258437, -2.391248, -1.979587], [2.607447, 7.329294, 4.039882], [3.559908, 8.112083, 5.834561], [4.683512, 7.271193, 3.840303], [-5.032718, -3.167831, -4.728028], [3.667026, 1.216802, 1.816511], [-4.854294, -5.533304, -7.874365], [-8.382337, 4.826593, 3.669574], [-0.780232, -1.474792, 0.754297], [8.462683, 0.407883, 4.617750], [-3.592247, -5.865433, -7.560676], [-3.987899, -3.933967, -3.543636], [0.524170, 3.723997, 1.055979], [2.629046, -5.104212, -3.175755], [7.974524, 1.926395, 2.624389], [3.911759, 4.071111, 4.091269], [-4.454050, 4.732739, 3.758166], [4.443558, 8.696099, 6.089714], [-2.891957, -5.045082, -7.024669], [-5.706953, -6.344452, -8.692124], [7.729108, 2.763606, 4.174796], [-5.017897, 3.351815, 1.769094], [8.764806, -1.249796, 4.081791], [-5.750241, -8.091068, -7.408691], [7.987406, -0.537285, 4.355973], [7.087665, 3.436217, 2.669732], [-6.128700, 5.846389, 3.744784], [-3.114242, -7.276852, -7.800269], [1.498910, -3.436328, -3.133019], [4.876623, 5.940576, 3.808528], [3.584217, -6.970639, -3.837427], [7.001051, -0.370275, 3.220520], [2.438077, 1.330639, 3.010180], [1.523846, -4.395399, -2.616328], [1.823436, 0.561777, 1.052861], [1.782577, -7.263158, -2.325174], [1.632821, -8.229158, -2.800238], [-3.273983, -1.302076, -3.938925], [-8.740337, 4.939101, 2.646922], [-5.564921, 4.273652, 1.983835], [4.351800, 4.893673, 5.595849], [-4.022081, -3.543733, -4.562924], [-1.985888, -2.789512, -4.642010], [6.538890, -1.329380, 2.993214], [0.118183, 0.907891, -1.013679], [-5.901204, 3.805444, 4.087161], [-3.831904, -4.359665, -5.255345], [3.952739, 5.035600, 4.592767], [-6.440149, -7.387160, -7.874668], [0.402460, 0.467344, 1.451516], [7.478343, -0.028609, 2.302078], [5.914414, 0.498517, 3.584497], [7.477530, -0.900835, 5.248160], [1.437221, 4.731178, 2.124862], [2.718287, -6.452031, -3.191649], [-0.047597, 1.376555, 1.361776], [2.252486, -0.422467, 1.201685], [1.969150, 0.896169, 0.021805], [-2.816304, -1.191469, -2.690808], [2.552595, 2.977826, 1.560372], [0.377540, 3.050324, 3.366605], [-3.059901, -2.891955, -1.437336], [7.277289, 2.515578, 3.215209], [-5.132604, 5.083872, 1.395604], [0.895948, -3.546875, -0.731886], [2.630709, 1.505955, 1.952490], [3.494499, 7.892502, 4.337811], [-3.010781, -2.442020, -4.775076], [2.661069, 3.024286, 0.478289], [5.960048, 1.830757, 3.459233], [2.674855, 8.646021, 6.181158], [-1.759897, -3.104484, -2.634697], [-9.230233, 4.872988, 4.347585], [-0.567863, 0.181256, -0.820003], [2.244416, -7.415695, -1.350540], [-7.131331, -7.947587, -8.504110], [-0.558457, -1.703705, 1.723339], [1.715541, -4.149422, -1.129196], [2.930682, 5.413236, 4.655991], [-1.753979, 3.311997, 2.904375], [-3.083221, -2.074831, -5.796534], [2.656066, -3.622868, -0.960950], [1.219400, 3.692449, 1.889587], [-7.004282, -6.909251, -7.073601], [-0.325403, -0.342936, 0.483591], [-6.592707, 4.147018, 1.647327], [-7.931272, 3.843728, 3.791810], [-6.424403, -5.654652, -9.132954], [-2.041923, -7.247387, -7.976747], [-7.455896, 5.974329, 3.995544], [-3.310911, -7.873511, -6.910328], [-2.918144, -0.129949, -2.115535], [-5.148027, -6.782775, -9.519338], [1.763743, -5.082319, -0.566938], [3.379108, 3.547528, 1.966578], [5.824027, 5.505460, 3.210924], [3.628422, 7.168753, 6.377010], [0.584973, -4.897434, -2.854395], [-5.497662, 4.604321, 3.462894], [3.437355, 8.853570, 3.829724], [-3.566204, -7.754569, -8.666033]], "atomic_forces_ev_per_a": [[0.1, 0.1, 0.2], [-0.2, 0.0, -0.8], [-0.3, -0.5, -0.6], [0.0, -0.6, -0.2], [0.2, 0.0, 0.0], [-0.1, 0.0, 0.2], [0.4, -0.2, -0.4], [0.0, -0.1, 0.0], [0.1, -0.1, 0.1], [0.0, 0.1, -0.3], [0.0, 0.0, -0.1], [0.2, 0.0, 0.1], [0.0, 0.3, -0.1], [0.1, -0.3, 0.4], [0.2, -0.7, 0.7], [0.1, 0.0, -0.1], [0.1, -0.3, 0.1], [0.1, 0.0, 0.0], [-0.3, -0.4, 0.0], [0.1, 0.2, -0.3], [0.1, -0.1, 0.2], [0.3, 0.2, 0.2], [0.0, 0.2, 0.1], [0.0, 0.1, 0.0], [0.0, 0.0, -0.2], [-0.2, -0.2, 0.0], [0.0, 0.0, 0.0], [0.0, 0.0, 0.0], [0.0, 0.0, 0.0], [0.0, 0.0, -0.1], [0.0, 0.2, 0.1], [-0.1, 0.1, 0.2], [0.3, 0.2, 0.2], [0.2, 0.1, -0.5], [0.1, -0.1, -0.1], [0.1, -0.1, 0.3], [0.0, 0.2, 0.0], [0.3, -0.2, 0.1], [0.1, -0.1, 0.1], [0.0, 0.1, 0.3], [0.1, 0.5, 1.0], [-0.4, 0.0, -0.3], [0.2, 0.0, 0.0], [0.1, 0.4, -0.1], [0.0, 0.0, 0.0], [0.0, 0.0, 0.0], [0.0, 0.0, 0.0], [-0.2, -0.1, 0.4], [0.0, 0.0, 0.1], [-0.2, 0.1, 0.0], [-0.1, 0.0, -0.2], [-0.1, 0.0, 0.0], [0.0, 0.1, 0.0], [-0.7, 0.1, -0.4], [0.1, 0.0, 0.1], [0.0, 0.1, -0.6], [0.0, 0.1, 0.0], [-0.4, -0.1, -0.2], [0.0, -0.1, 0.0], [-0.2, 0.1, 0.4], [0.1, -0.3, 0.2], [0.2, 0.1, -0.2], [-0.1, -0.3, -0.3], [0.0, -0.2, -0.2], [-0.2, 0.0, 0.3], [-0.4, -0.3, 0.1], [-0.5, 0.9, 0.8], [0.0, 0.0, 0.0], [0.0, 0.0, -0.6], [0.0, 0.0, 0.0], [0.0, 0.0, 0.0], [0.2, -0.1, -0.7], [-0.1, 0.1, 0.3], [-0.1, -0.3, -0.1], [-0.1, 0.2, -0.1], [0.4, 0.2, 0.3], [0.0, 0.0, 0.0], [-0.3, -0.1, -0.1], [-0.1, 0.2, -0.1], [1.0, 1.0, 1.2], [0.0, 0.0, 0.0], [0.0, 0.0, 0.0], [-0.2, 0.0, 0.0], [0.0, -0.1, 0.0], [0.1, 0.2, 0.3], [0.7, -0.3, 0.1], [0.0, 0.1, 0.1], [0.0, 0.0, -0.1], [0.6, 0.0, -0.6], [0.0, 0.0, -0.1], [-0.4, 0.1, -0.5], [0.0, -0.1, 0.0], [0.0, 0.0, -0.2], [0.1, 0.1, 0.1], [0.0, 0.1, 0.2], [-0.4, 0.0, -0.1], [0.0, 0.0, 0.0], [-0.4, 0.0, -0.4], [0.1, 0.0, 0.1], [-0.1, 0.0, 0.0], [0.1, -0.1, 0.3], [-0.1, 0.1, -0.1], [-0.1, 0.0, 0.0], [0.0, -0.1, 0.1], [-0.1, -0.1, -0.3], [0.1, 0.0, -0.1], [-0.1, -0.1, 0.1]], "orbital_gap_ev": 5.91, "total_charge": 1, "spin_multiplicity": 1}